The following is a quantum chemistry calculation of C29H31N4O3Tl as an isolated structure in a non-equilibrium geometry, from the OMol25 dataset.

```
68
Properties=species:S:1:pos:R:3:nbo_charge:R:1
H 0.524 -2.303 1.085 0.411
C -4.586 3.481 -1.099 -0.312
C -1.672 2.670 2.966 -0.265
H -0.790 -5.835 0.646 0.187
C -2.145 3.225 -1.427 -0.035
H -5.533 3.911 -1.410 0.181
H -4.461 4.966 -3.280 0.186
C 4.729 3.041 -1.024 -0.310
C 2.582 1.978 -0.624 -0.246
C -3.493 4.570 -2.992 -0.210
H -2.267 4.077 4.448 0.172
C -1.457 0.362 3.729 -0.307
C -1.845 0.756 4.986 -0.219
C -2.045 3.033 4.238 -0.230
H -3.714 -1.350 0.637 0.382
C -1.145 4.350 -3.362 -0.270
N 0.789 -2.821 0.247 -0.878
H -3.287 1.441 1.265 0.248
C 1.250 2.176 -0.103 0.164
H 5.154 -2.258 -2.839 0.152
H 6.191 1.786 -2.004 0.198
H -0.256 4.573 -3.940 0.195
H -5.413 2.420 0.556 0.192
C -3.417 3.762 -1.833 -0.050
C -2.387 4.852 -3.754 -0.241
C 5.186 1.857 -1.604 -0.247
N -0.962 1.795 0.284 -0.300
C -3.310 2.099 0.409 -0.301
H -1.618 3.426 2.191 0.182
C 3.448 3.079 -0.528 -0.172
C -2.098 2.352 -0.263 0.168
H -3.216 -3.639 1.791 0.142
H -1.701 -3.639 -0.844 0.225
N -3.644 -2.267 0.207 -0.840
H 3.067 3.989 -0.075 0.194
H 1.311 -4.705 1.099 0.149
C 4.410 -1.614 -2.361 -0.226
H -1.234 -0.678 3.519 0.197
H -0.900 -4.576 1.866 0.193
C -2.719 -3.105 0.967 -0.228
C -1.344 1.302 2.638 -0.183
C -2.142 2.099 5.283 -0.451
C 4.383 0.740 -1.677 0.184
H -0.053 3.223 -1.966 0.225
H -2.457 2.401 6.276 0.168
C 3.029 0.736 -1.205 0.430
H 1.745 -2.572 0.022 0.379
H 0.865 -4.698 -0.603 0.167
O -0.574 -0.379 1.095 -0.953
H -4.573 -2.663 0.151 0.334
H 4.158 -2.029 -1.385 0.176
H 1.134 2.964 0.647 0.181
C -4.512 2.651 -0.003 -0.178
C 0.613 -4.261 0.370 -0.196
H -1.924 0.012 5.776 0.170
C -1.031 3.574 -2.228 -0.189
O 2.306 -0.316 -1.259 -0.836
H -1.986 -2.425 1.405 0.243
C -0.984 0.858 1.373 0.319
H -2.713 -4.926 -0.192 0.174
H 5.374 3.910 -0.972 0.189
O 5.025 -0.344 -2.268 -0.535
N 0.201 1.568 -0.502 -0.355
H 3.505 -1.602 -2.967 0.189
C -2.004 -4.134 0.079 -0.413
Tl -0.163 -0.749 -1.397 0.745
H -2.482 5.453 -4.652 0.187
C -0.788 -4.750 0.790 -0.401
```

The energy above the lowest of the compared OMol25 structures with the same formula, charge and spin comes out at 145.19 kJ/mol. Its lowest unoccupied orbital energy is 4.33 eV. Its energy is -47370.27716 eV. Its total charge is -2. As for the orbital gap: 2.60 eV. The HOMO energy is 1.7 eV.



The following is a quantum chemistry calculation of C29H31O2PtSb2 as an isolated structure in a non-equilibrium geometry, from the OMol25 dataset.

```
65
Properties=species:S:1:pos:R:3:nbo_charge:R:1
H -0.409 2.666 0.727 0.232
C 0.712 2.192 -4.143 -0.726
C -3.524 -2.326 0.817 -0.228
H 1.073 -4.793 1.791 0.266
C -3.851 -0.013 1.521 -0.184
C -3.080 -1.017 0.946 -0.381
H -0.398 -5.301 -1.686 0.266
C -5.557 -1.668 1.922 -0.139
C -2.284 3.790 -1.869 -0.165
H 4.033 -3.925 -1.400 0.266
C -0.214 0.540 4.520 -0.173
H 1.553 2.445 -4.791 0.275
O 0.639 0.272 -2.788 -0.578
H 1.697 0.621 1.158 0.182
H 1.615 1.232 5.393 0.251
H -3.510 1.014 1.577 0.224
H 2.081 3.875 -2.671 0.255
H -1.059 4.769 -0.397 0.244
C 1.110 0.953 4.478 -0.155
H 3.948 -3.076 0.168 0.256
H 4.816 0.623 -0.077 0.266
O 2.783 -0.342 -1.202 -0.466
H -0.376 -3.888 1.306 0.245
C 4.577 2.676 -0.647 -0.212
C 2.654 3.144 -2.116 -0.107
H -0.747 0.521 5.461 0.252
C 1.797 0.997 3.269 -0.189
C -5.097 -0.360 2.026 -0.196
H -6.539 -1.921 2.299 0.252
H 3.715 -4.848 0.093 0.275
H 4.042 4.628 -1.375 0.269
C -0.173 0.199 2.148 -0.325
H 0.992 -6.202 -1.002 0.273
C -2.781 2.579 -2.347 -0.180
Sb -1.150 -0.374 0.375 1.505
C -4.778 -2.647 1.321 -0.179
C -2.438 1.393 -1.716 -0.255
C -0.863 0.147 3.356 -0.241
H -0.032 1.641 -4.709 0.279
H -3.447 2.559 -3.200 0.250
Pt 0.865 -1.147 -1.087 0.491
C 0.712 -3.866 1.347 -0.980
Sb 1.468 -3.675 -0.627 1.361
C -1.591 1.437 -0.606 -0.326
C 4.224 1.361 -0.606 -0.084
C 3.050 0.884 -1.318 0.385
H 0.265 3.125 -3.783 0.272
H 1.116 -5.451 -2.622 0.272
H -2.924 -3.092 0.343 0.217
C 1.160 0.609 2.101 -0.267
C -1.064 2.641 -0.136 -0.263
H -1.892 -0.188 3.397 0.240
H -2.579 4.716 -2.344 0.251
H -5.711 0.404 2.484 0.251
H 5.456 3.026 -0.123 0.281
C 3.559 -3.900 -0.422 -0.952
H 1.057 -3.019 1.935 0.252
H -2.851 0.456 -2.074 0.235
H 2.827 1.327 3.249 0.230
C 1.155 1.366 -2.983 0.623
C 2.276 1.837 -2.125 -0.137
H -5.142 -3.662 1.238 0.248
C 3.780 3.576 -1.373 0.025
C 0.685 -5.364 -1.628 -0.921
C -1.431 3.823 -0.771 -0.209
```

Its lowest unoccupied orbital energy (spin up / spin down) is -12.96 / -12.96 eV. Its energy is -50961.92198 eV. Its total charge is +3. As for the orbital gap (spin up / spin down): 3.88 / 3.88 eV. The HOMO energy (spin up / spin down) is -16.8 / -16.8 eV.



The following is a quantum chemistry calculation of C29H32AlClN4 as an isolated structure in a non-equilibrium geometry, from the OMol25 dataset.

```
67
Properties=species:S:1:pos:R:3:nbo_charge:R:1
C 12.354 6.771 8.654 -0.199
H 9.726 13.874 3.710 0.207
N 10.108 11.020 9.525 -0.720
H 11.090 12.602 11.608 0.208
C 12.611 15.204 6.297 -0.349
H 11.340 9.857 6.295 0.231
H 6.242 10.597 12.004 0.210
H 6.937 12.659 5.667 0.201
N 12.157 12.778 8.980 -0.739
H 10.331 10.160 11.444 0.205
C 13.947 8.805 7.736 -0.213
C 8.624 11.313 5.838 -0.235
H 10.980 12.079 4.899 0.213
H 6.577 11.498 6.945 0.211
H 4.777 11.468 8.276 0.205
C 6.652 10.680 10.968 -0.127
H 13.557 16.899 5.865 0.200
H 10.234 15.189 4.644 0.216
C 6.804 11.299 8.001 -0.310
C 12.301 14.040 8.586 0.236
H 12.176 11.462 12.213 0.223
H 8.882 14.043 6.681 0.218
H 14.597 9.541 7.233 0.209
H 9.581 11.137 5.357 0.197
H 11.981 13.402 4.615 0.197
H 4.666 11.142 10.589 0.206
N 11.332 13.202 6.648 -0.681
C 11.732 11.794 11.252 -0.427
C 12.606 15.117 9.428 -0.343
C 12.741 12.285 10.267 -0.221
H 11.586 9.826 10.244 0.214
H 13.421 11.416 10.038 0.206
H 12.806 10.726 6.555 0.218
H 8.051 14.736 5.213 0.211
C 13.783 6.593 8.705 -0.241
C 5.674 11.226 8.787 -0.114
C 11.802 7.971 8.208 -0.066
C 12.048 14.161 7.108 0.362
C 8.659 13.899 5.566 -0.408
H 13.655 18.039 7.843 0.215
C 9.995 14.061 4.770 -0.416
C 12.018 10.165 7.083 -1.020
C 12.563 8.979 7.710 -0.020
H 12.509 15.097 5.276 0.211
Cl 10.066 7.924 8.250 -0.008
C 7.974 12.578 5.247 -0.410
C 8.812 11.015 9.589 0.342
C 5.589 10.990 10.136 -0.285
C 13.090 16.445 9.182 -0.101
C 11.090 13.122 5.210 -0.249
H 11.660 5.997 9.009 0.222
H 14.240 5.702 8.987 0.211
H 13.443 13.038 10.686 0.204
H 7.953 10.490 5.599 0.201
C 8.027 10.808 10.776 -0.325
H 8.515 10.772 11.754 0.215
H 12.656 15.015 10.467 0.210
C 13.220 16.358 6.751 -0.102
H 7.939 12.388 4.128 0.209
C 8.165 11.154 8.257 0.226
H 13.354 17.004 10.059 0.207
C 14.540 7.643 8.171 -0.204
N 9.096 11.310 7.237 -0.726
H 15.627 7.569 8.119 0.208
C 10.910 10.668 10.670 -0.231
Al 10.961 11.669 7.928 1.922
C 13.316 17.037 7.951 -0.320
```

Its lowest unoccupied orbital energy is 0.10 eV. Its energy is -55672.78772 eV. Its total charge is 0. As for the orbital gap: 7.28 eV. The HOMO energy is -7.2 eV.